[1]
This record from the OMol25 dataset describes a cluster of 2 separate species, C2H7OPS2 in total. The level of theory is ωB97M-V with the def2-TZVPD basis set.

## Properties
Total charge = 0
Orbital gap = 0.285 Eh
2S+1 = 1

Each line ends with the natural charge from an NBO analysis.
Cartesian coordinates (Å):
S: -2.168 0.154 1.480  -0.569
S: 1.211 0.900 0.963  -0.090
P: -0.394 -0.471 0.703  1.153
O: 0.254 -1.697 1.517  -1.016
C: -0.124 -1.649 -1.588  -0.660
C: 0.596 2.429 0.055  -0.691
H: -0.484 -2.171 2.048  0.525
H: -0.156 -2.776 -1.332  0.219
H: 0.483 1.977 -0.868  0.233
H: 0.824 -1.229 -1.840  0.198
H: -1.033 -1.284 -2.160  0.214
H: 1.317 3.140 0.497  0.250
H: -0.328 2.675 0.526  0.233

Atomic forces in eV per Å
S 1.97 -0.77 -1.26
S -0.45 -0.35 -0.03
P -1.11 -0.22 -1.17
O -1.64 -1.29 1.42
C -2.42 -0.05 2.27
C 0.61 -1.17 3.89
H 1.71 1.19 -1.16
H 0.14 2.16 -0.26
H 0.28 0.77 -2.47
H 0.48 0.11 -0.26
H 1.38 -0.47 0.71
H 0.00 -0.05 -1.67
H -0.94 0.14 0.01

***

[2]
This record from the OMol25 dataset describes a cluster of 2 separate species, C2H7OS in total. The level of theory is ωB97M-V with the def2-TZVPD basis set.

## Properties
Total charge = -1
Orbital gap = 0.217 Eh
2S+1 = 1

Each line ends with the natural charge from an NBO analysis.
Cartesian coordinates (Å):
S: 0.072 -2.223 0.325  -0.685
O: 1.464 1.306 -0.433  -0.729
C: -1.157 -2.296 1.507  -0.763
C: 0.852 2.114 -1.460  -0.261
H: -2.043 -2.948 1.526  0.155
H: 1.428 1.933 -2.357  0.158
H: 1.130 0.492 -0.418  0.485
H: -0.860 -2.295 2.459  0.165
H: -1.745 -1.295 1.588  0.140
H: 1.198 3.083 -1.090  0.169
H: -0.340 2.129 -1.646  0.166

Atomic forces in eV per Å
S 1.71 -0.32 -1.98
O 1.04 5.42 -0.52
C -4.54 2.69 -0.85
C -0.36 0.31 0.97
H 0.40 -0.78 -0.80
H -0.47 -0.11 -0.75
H -2.39 -5.75 0.20
H 1.89 -0.58 4.01
H 0.61 -0.84 -0.50
H -0.69 0.44 -0.51
H 2.80 -0.48 0.74

***

[3]
This record from the OMol25 dataset describes a cluster of 2 separate species, C2H7OS in total. The level of theory is ωB97M-V with the def2-TZVPD basis set.

## Properties
Total charge = -1
Orbital gap = 0.214 Eh
2S+1 = 1

Each line ends with the natural charge from an NBO analysis.
Cartesian coordinates (Å):
S: 0.268 0.263 0.412  0.016
O: 1.539 0.943 -2.423  -1.030
C: -1.020 0.141 1.914  -0.781
C: 0.106 -1.026 -0.798  -1.042
H: -1.154 1.202 2.144  0.183
H: 0.851 -1.843 -0.764  0.172
H: -0.431 -0.289 2.713  0.182
H: 1.376 1.791 -2.008  0.443
H: -1.979 -0.383 1.730  0.194
H: 1.279 0.332 -1.586  0.489
H: -0.835 -1.131 -1.334  0.175

Atomic forces in eV per Å
S -1.70 -1.18 -0.23
O -0.04 -0.87 1.84
C 1.07 0.30 -0.76
C 1.05 0.84 1.22
H -0.35 -0.12 0.03
H -0.86 0.23 0.29
H -0.24 -0.43 0.42
H -0.01 0.47 -0.15
H 0.72 0.27 -0.15
H 0.02 0.38 -2.47
H 0.34 0.10 -0.03

***

[4]
This record from the OMol25 dataset describes a cluster of 2 separate species, C2H7OS in total. The level of theory is ωB97M-V with the def2-TZVPD basis set.

## Properties
Total charge = -1
Orbital gap = 0.258 Eh
2S+1 = 1

Each line ends with the natural charge from an NBO analysis.
Cartesian coordinates (Å):
S: -1.308 0.203 -0.580  -0.625
O: 0.767 -0.191 1.373  -0.822
C: -0.559 1.602 -1.499  -0.729
C: 0.571 -1.569 1.331  -0.241
H: -1.319 1.959 -2.190  0.183
H: -0.480 -1.782 1.106  0.170
H: 1.134 -2.068 0.523  0.129
H: 0.280 1.272 -2.080  0.173
H: -0.103 2.397 -0.905  0.175
H: 0.925 -1.996 2.274  0.141
H: 0.094 0.174 0.647  0.448

Atomic forces in eV per Å
S -0.32 0.46 -0.40
O -0.02 0.61 -0.47
C -0.19 -0.34 0.03
C 0.22 0.00 -0.28
H 0.13 0.52 0.00
H -0.06 -0.29 0.39
H 0.11 0.10 0.00
H 0.43 -0.50 -0.61
H -0.61 0.18 0.33
H -0.33 -0.16 0.07
H 0.64 -0.58 0.94

***

[5]
This record from the OMol25 dataset describes a cluster of 2 separate species, C2H7OS in total. The level of theory is ωB97M-V with the def2-TZVPD basis set.

## Properties
Total charge = -1
Orbital gap = 0.258 Eh
2S+1 = 1

Each line ends with the natural charge from an NBO analysis.
Cartesian coordinates (Å):
S: 0.004 -1.956 0.714  -1.051
O: 1.002 1.139 0.290  -0.767
C: -0.290 1.612 -0.060  -0.058
C: -0.593 1.412 -1.533  -0.636
H: -1.654 1.563 -1.736  0.191
H: 0.968 0.178 0.117  0.504
H: -0.363 -2.891 -0.177  0.089
H: -0.015 2.101 -2.149  0.184
H: -0.286 2.681 0.173  0.142
H: -0.306 0.396 -1.809  0.229
H: -1.039 1.139 0.580  0.174

Atomic forces in eV per Å
S 0.02 0.04 -0.04
O -0.14 0.15 -0.39
C 0.36 0.29 0.29
C 0.11 -0.16 0.06
H -0.08 -0.03 -0.07
H 0.00 -0.25 0.34
H 0.03 0.05 -0.04
H 0.06 0.07 -0.02
H -0.06 0.04 0.05
H -0.22 -0.04 -0.02
H -0.09 -0.15 -0.16

***

[6]
This record from the OMol25 dataset describes the molecule C2H7P. The level of theory is ωB97M-V with the def2-TZVPD basis set.

## Properties
Total charge = 0
Orbital gap = 0.397 Eh
2S+1 = 1

Each line ends with the natural charge from an NBO analysis.
Cartesian coordinates (Å):
P: 0.389 -0.948 1.673  0.299
C: -0.390 0.430 0.601  -0.635
C: -0.112 0.421 -0.899  -0.626
H: -0.251 -0.571 -1.394  0.207
H: -0.066 1.496 0.944  0.210
H: 0.977 0.413 -1.031  0.206
H: -1.394 0.320 0.860  0.207
H: 1.383 -1.318 0.825  -0.044
H: -0.543 1.253 -1.457  0.216
H: -0.488 -1.735 1.012  -0.040

Atomic forces in eV per Å
P -0.72 1.88 0.43
C 2.60 2.22 0.41
C 1.23 -1.73 -0.23
H -0.97 0.67 0.34
H -0.54 -1.87 -0.16
H 0.04 0.82 0.10
H -1.84 0.06 0.19
H 1.19 -0.23 -0.84
H -0.12 -0.23 0.07
H -0.88 -1.59 -0.32

***

Energy / eV: -35192.980; -15069.215; -15068.844; -15070.555; -15071.284; -11475.145
Relative energy (zero: lowest compared OMol25 entry of this formula, charge and spin) / kcal per mole: 58.7; 50.5; 59.1; 19.6; 2.8; 18.8